Formula: C42H51BCeF4GeIN4PSe3Te
Source: the OMol25 dataset
Level of theory: ωB97M-V with the def2-TZVPD basis set

Structure (ORCA input):
```
! wB97M-V def2-TZVPD RIJCOSX def2/J DEFGRID3
* xyz -1 2
Ce 0.49506 -0.59918 -0.58935
Se -0.82720 -0.89692 2.38188
Se -1.28304 -1.89546 4.31136
Te 0.91764 -4.60119 2.75439
Se 1.11781 -2.67143 1.40307
I -0.52379 -3.45478 -1.87826
C 1.36312 -4.16742 -2.34355
C 1.49169 -5.43494 -2.77919
C 2.77312 -5.86083 -3.19135
C 3.86827 -5.03658 -3.08398
C 3.72255 -3.74118 -2.50227
C 4.77773 -2.82869 -2.27194
C 4.59008 -1.55025 -1.82295
C 3.27344 -1.13412 -1.52724
C 2.19357 -1.95969 -1.69816
C 2.41814 -3.26067 -2.17237
H 0.64169 -6.10321 -2.82870
H 2.88403 -6.85957 -3.57768
H 4.85586 -5.36283 -3.39638
H 5.77828 -3.19197 -2.47850
H 5.44565 -0.88123 -1.66967
H 3.12966 -0.08406 -1.18779
C 2.06111 0.23179 3.72573
Ge 2.36626 0.70739 1.80945
C 2.56245 2.67718 1.94867
C 3.66578 3.15103 2.67007
C 3.84170 4.51006 2.93576
C 2.94346 5.43031 2.41650
C 1.85346 5.00294 1.68062
C 1.67197 3.63497 1.43502
C 4.18934 -0.00576 1.50591
C 4.40662 -1.25586 2.04886
C 5.63834 -1.94534 1.94652
C 6.68219 -1.34904 1.33840
C 6.52327 -0.06493 0.74449
C 7.63301 0.61210 0.20408
C 7.51130 1.85061 -0.36169
C 6.23136 2.43833 -0.46059
C 5.14845 1.82373 0.08606
C 5.26522 0.59112 0.77790
H 3.00467 0.47986 4.23142
H 1.88531 -0.83607 3.78793
H 1.25890 0.82256 4.16862
H 4.41830 2.47541 3.03375
H 4.71276 4.83583 3.48127
H 3.08975 6.47502 2.56739
H 1.17524 5.73396 1.25790
H 0.78059 3.34344 0.88133
H 3.61692 -1.74126 2.60382
H 5.76373 -2.92601 2.39174
H 7.65587 -1.82224 1.28286
H 8.58731 0.12566 0.22704
H 8.37977 2.33715 -0.77137
H 6.09980 3.37876 -0.98057
H 4.17604 2.31553 0.00067
F 2.07164 1.13808 -3.49979
B 0.78057 1.49655 -3.13168
F 0.28710 2.42314 -4.04508
F -0.11525 0.27548 -2.99832
F 0.69171 1.91499 -1.70673
N -1.45310 0.02201 -0.26054
P -2.96373 0.09913 -0.07600
N -3.70513 0.76324 -1.43285
C -2.97364 1.73558 -2.23016
C -3.28094 1.57252 -3.70635
C -4.77393 1.69813 -3.97346
C -5.57603 0.78523 -3.01795
C -5.13601 0.97265 -1.54922
N -3.33660 0.92777 1.33566
C -2.45802 1.82831 2.03958
C -2.94537 3.25689 1.94161
C -4.39404 3.38523 2.44471
C -5.28664 2.36500 1.79439
C -4.66381 0.97940 1.86736
N -3.89281 -1.28480 0.10740
C -4.14765 -2.15554 -1.05740
C -4.83266 -3.44226 -0.63638
C -3.97043 -4.25184 0.32630
C -3.27341 -3.32459 1.34343
C -3.98557 -1.99731 1.39002
H -1.89732 1.63851 -2.04674
H -3.27212 2.74827 -1.92376
H -2.90947 0.58189 -3.96757
H -2.67506 2.27576 -4.27838
H -5.00488 1.47085 -5.01322
H -5.08088 2.73818 -3.79494
H -5.40749 -0.24753 -3.31656
H -6.65087 0.98043 -3.10839
H -5.69682 0.26551 -0.96022
H -5.41821 1.98936 -1.25744
H -1.45745 1.75065 1.63552
H -2.45897 1.53188 3.08254
H -2.90343 3.57247 0.88192
H -2.29243 3.93430 2.49644
H -4.75674 4.40316 2.27161
H -4.39940 3.22084 3.52840
H -5.44270 2.61956 0.75021
H -6.28892 2.30468 2.22399
H -5.28811 0.27787 1.32748
H -4.60880 0.64950 2.91164
H -3.21095 -2.40798 -1.56186
H -4.77305 -1.61542 -1.77487
H -5.12773 -4.00665 -1.52089
H -5.75859 -3.14375 -0.14086
H -3.19891 -4.79418 -0.24518
H -4.59621 -5.00023 0.81271
H -2.23113 -3.13933 1.08889
H -3.23777 -3.75145 2.34896
H -3.48912 -1.37347 2.12190
H -5.03635 -2.11871 1.69316
*
```

HOMO-LUMO gap (spin up / spin down) = 0.2142 / 0.1432 Ha
E = -12938.14270 Eh
LUMO (spin up / spin down) = 1.460 / 0.084 eV
M = 1433.786 g mol⁻¹
HOMO (spin up / spin down) = -0.1606 / -0.1401 hartree
largest force on an atom = 0.0534 Eh/bohr

Atom charges from the Löwdin analysis, given in e for atoms 1 to 99: number 1, Ce, carries 0.2953; number 2, Se, carries 0.0878; number 3, Se, carries -0.0105; number 4, Te, carries 0.2990; number 5, Se, carries -0.1653; number 6, I, carries 1.2283; number 7, C, carries -0.5948; number 8, C, carries -0.1534; number 9, C, carries -0.0840; number 10, C, carries -0.0251; number 11, C, carries -0.1470; number 12, C, carries -0.0265; number 13, C, carries -0.0316; number 14, C, carries -0.1315; number 15, C, carries -0.2901; number 16, C, carries -0.2510; number 17, H, carries 0.0929; number 18, H, carries 0.0952; number 19, H, carries 0.1083; number 20, H, carries 0.1091; number 21, H, carries 0.1143; number 22, H, carries 0.0873; number 23, C, carries -0.2863; number 24, Ge, carries 0.8685; number 25, C, carries -0.3330; number 26, C, carries -0.1270; number 27, C, carries -0.0913; number 28, C, carries -0.1182; number 29, C, carries -0.1004; number 30, C, carries -0.1045; number 31, C, carries -0.2681; number 32, C, carries -0.1259; number 33, C, carries -0.0752; number 34, C, carries -0.0572; number 35, C, carries -0.1918; number 36, C, carries -0.0568; number 37, C, carries -0.0896; number 38, C, carries -0.0813; number 39, C, carries -0.0479; number 40, C, carries -0.1959; number 41, H, carries 0.0194; number 42, H, carries -0.0335; number 43, H, carries 0.0133; number 44, H, carries 0.0949; number 45, H, carries 0.0920; number 46, H, carries 0.0832; number 47, H, carries 0.0936; number 48, H, carries 0.0871; number 49, H, carries 0.0489; number 50, H, carries 0.1038; number 51, H, carries 0.1048; number 52, H, carries 0.0986; number 53, H, carries 0.0910; number 54, H, carries 0.1012; number 55, H, carries 0.1077; number 56, F, carries 0.1500; number 57, B, carries -1.0718; number 58, F, carries 0.1434; number 59, F, carries -0.0417; number 60, F, carries 0.0031; number 61, N, carries -0.4172; number 62, P, carries 0.6161; number 63, N, carries -0.1824; number 64, C, carries -0.2085; number 65, C, carries -0.1797; number 66, C, carries -0.1973; number 67, C, carries -0.1751; number 68, C, carries -0.2208; number 69, N, carries -0.2127; number 70, C, carries -0.2616; number 71, C, carries -0.1702; number 72, C, carries -0.2039; number 73, C, carries -0.1884; number 74, C, carries -0.2270; number 75, N, carries -0.1828; number 76, C, carries -0.1979; number 77, C, carries -0.1912; number 78, C, carries -0.1840; number 79, C, carries -0.1932; number 80, C, carries -0.2468; number 81, H, carries 0.0894; number 82, H, carries 0.1233; number 83, H, carries 0.1188; number 84, H, carries 0.1150; number 85, H, carries 0.1015; number 86, H, carries 0.1090; number 87, H, carries 0.0954; number 88, H, carries 0.1071; number 89, H, carries 0.1009; number 90, H, carries 0.1049; number 91, H, carries 0.0733; number 92, H, carries 0.1091; number 93, H, carries 0.1177; number 94, H, carries 0.1119; number 95, H, carries 0.1065; number 96, H, carries 0.1135; number 97, H, carries 0.0885; number 98, H, carries 0.1131; number 99, H, carries 0.0971